{
  "formula": "C62H53BrN5OP2SScSe",
  "method": "wB97M-V/def2-TZVPD",
  "species": ["Br", "Se", "Sc", "S", "P", "P", "O", "N", "N", "N", "N", "N", "C", "C", "C", "C", "C", "C", "C", "C", "C", "C", "C", "C", "C", "C", "C", "C", "C", "C", "C", "C", "C", "C", "C", "C", "C", "C", "C", "C", "C", "C", "C", "C", "C", "C", "C", "C", "C", "C", "C", "C", "C", "C", "C", "C", "C", "C", "C", "C", "C", "C", "C", "C", "C", "C", "C", "C", "C", "C", "C", "C", "C", "C", "H", "H", "H", "H", "H", "H", "H", "H", "H", "H", "H", "H", "H", "H", "H", "H", "H", "H", "H", "H", "H", "H", "H", "H", "H", "H", "H", "H", "H", "H", "H", "H", "H", "H", "H", "H", "H", "H", "H", "H", "H", "H", "H", "H", "H", "H", "H", "H", "H", "H", "H", "H", "H"],
  "positions_angstrom": [[-5.27403, 0.90661, -1.34359], [-1.27584, 1.95197, -1.66882], [-0.08695, 0.31892, 0.08241], [-0.92058, -0.92793, 2.05167], [-1.30454, -1.55157, -1.88735], [2.64282, -0.75688, -0.02252], [1.47501, -2.45372, -2.19128], [0.77689, 3.38436, -4.68920], [2.55233, 0.98422, 3.12443], [0.99496, 2.52100, 0.40049], [-4.16864, 0.81335, 1.18702], [1.83774, 2.40704, 1.51975], [-3.34597, 0.94467, -4.59311], [-2.99793, -4.16396, 0.66954], [3.68215, -3.36346, 3.64359], [1.79103, 3.50236, 5.60561], [-2.13325, -3.34704, -0.03768], [-0.90002, 0.75383, -3.19334], [3.63633, 0.73390, -0.41906], [-4.18974, 0.86122, 2.51877], [4.89543, -2.03589, -1.15318], [-0.76468, 0.78260, 2.12181], [-0.96336, 1.43668, -4.56162], [-5.25700, 1.16959, 4.76646], [-2.32684, 3.90563, 2.90054], [-3.97303, 5.58136, 3.48258], [4.84646, 3.08576, -1.34025], [3.51590, -1.89168, -1.21865], [4.64258, 1.34846, 0.31881], [-1.50116, -3.38751, -3.99540], [-3.03470, 3.66961, 1.71960], [3.83958, 2.48627, -2.08414], [-0.64985, -2.77413, -3.08698], [-3.96599, -2.51211, -1.33786], [-1.92768, -0.33881, -3.09451], [4.59846, -2.39096, 3.26824], [4.85442, -3.61996, -2.94410], [3.13339, -1.66341, 1.48843], [0.46059, 5.01748, 3.70627], [2.83552, -2.63451, -2.17875], [-4.35569, -4.14884, 0.38205], [1.23548, -3.98830, -4.04600], [0.00733, 3.72290, 3.97611], [3.24786, 1.32034, -1.62509], [1.57038, 5.53759, 4.35779], [2.22324, -2.64639, 1.87324], [-6.54102, 1.13482, 2.57888], [4.32829, -1.55115, 2.19683], [2.71717, -4.32160, -4.09171], [3.47190, -3.50674, -3.05455], [2.24686, 4.78075, 5.30614], [0.68152, 2.98343, 4.95186], [-1.00995, -4.29532, -4.91785], [-2.81016, 4.88224, 3.77281], [-5.34141, 1.04110, 3.27367], [5.24638, 2.51114, -0.14237], [2.90804, -5.81993, -3.79997], [2.49508, -3.49000, 2.93935], [-0.01343, 2.55294, -4.63502], [-0.96124, 1.86584, 2.75947], [-4.67698, 5.32296, 2.31382], [-2.38001, 1.79860, -4.92581], [-5.31989, 0.90954, 0.57080], [-4.83748, -3.31766, -0.61692], [0.70560, -3.09429, -3.12213], [5.56844, -2.89324, -2.00660], [-3.06846, -0.24427, -3.78703], [0.34562, -4.58097, -4.93604], [-6.54671, 1.06264, 1.19662], [3.26524, -3.99928, -5.49251], [-4.19922, 4.36228, 1.43071], [1.96295, 1.15633, 1.94751], [-2.60470, -2.51851, -1.05637], [-1.11366, 3.11376, 3.21180], [-2.55935, -3.15662, -3.98175], [4.93709, 0.96790, 1.28444], [-0.61328, 0.70043, -5.30199], [5.38589, -4.29181, -3.60669], [3.89321, -4.01689, 4.48012], [-4.63116, 0.38646, 5.19626], [-4.81776, 2.12987, 5.04555], [5.53218, -2.28618, 3.80598], [-5.58594, 5.86724, 2.09122], [-3.22640, 0.77115, 3.00295], [0.72203, -5.28773, -5.66557], [5.06907, -0.81556, 1.92667], [2.57942, 0.04803, 3.49338], [2.50986, -6.07676, -2.81762], [-4.36771, 1.13856, -4.89530], [3.50170, 2.92661, -3.01414], [-2.27601, 5.08662, 4.69360], [0.15146, 3.02717, 0.66812], [2.67321, 1.73383, 3.79708], [-1.67720, -4.77336, -5.62221], [1.28258, -2.74265, 1.34689], [-2.57242, 2.69725, -5.49521], [-4.37358, -1.85193, -2.08668], [-0.06356, 5.61459, 2.96840], [-4.33352, 6.33002, 4.17764], [2.39257, -6.42430, -4.54770], [-2.61453, -4.79416, 1.46151], [3.14199, -2.94043, -5.72314], [1.76899, -4.23970, 3.22641], [-7.45746, 1.13819, 0.62137], [5.31052, 3.99945, -1.68807], [2.74300, -4.57969, -6.25362], [-7.47236, 1.27208, 3.11645], [-5.89685, -3.28500, -0.83706], [6.02367, 2.97639, 0.45055], [0.32010, 1.98924, 5.18647], [-2.67925, 2.91234, 1.02891], [1.90780, 6.53987, 4.12391], [3.96562, -6.08543, -3.82120], [4.32616, -4.24168, -5.55984], [5.46155, -1.46795, -0.42516], [2.45996, 0.86668, -2.22179], [-6.24417, 1.10533, 5.22441], [0.10635, 0.34006, -3.08787], [-4.72803, 4.14872, 0.50940], [2.29171, 2.91207, 6.36443], [-5.03793, -4.77377, 0.94390], [1.99935, 3.24188, 2.07642], [3.10795, 5.18986, 5.81876], [1.45087, 2.99992, -0.36956], [-1.07894, -3.34013, 0.21726], [6.64335, -2.99582, -1.94041], [-3.84894, -0.98632, -3.70401]],
  "forces_ev_per_a": [[-0.03, 0.04, 0.09], [0.01, -0.03, 0.02], [0.96, 0.36, 1.05], [-0.11, 0.05, -0.14], [-0.18, 0.16, 0.21], [-0.04, -0.18, -0.45], [0.03, 0.01, 0.01], [-0.02, -0.03, -0.03], [-0.09, 0.08, 0.06], [-0.14, -0.06, 0.09], [-0.15, -0.23, -0.07], [-0.06, -0.12, -0.05], [0.00, 0.01, -0.02], [0.01, 0.00, 0.02], [0.01, 0.02, 0.00], [0.00, 0.00, -0.03], [0.00, -0.04, 0.01], [-0.07, -0.04, -0.12], [0.04, -0.01, 0.08], [-0.01, -0.04, -0.02], [0.06, 0.02, 0.00], [-0.15, -0.08, -0.53], [0.05, 0.07, -0.08], [-0.03, -0.02, 0.08], [0.00, -0.03, -0.09], [0.00, 0.01, 0.00], [0.02, -0.01, 0.04], [0.09, 0.03, 0.03], [0.01, 0.02, 0.00], [-0.02, -0.09, -0.03], [0.00, 0.02, -0.06], [-0.03, 0.03, -0.04], [0.05, -0.13, 0.03], [-0.04, 0.10, 0.02], [0.08, -0.04, -0.01], [-0.03, 0.01, -0.02], [-0.01, 0.03, 0.02], [0.04, 0.04, -0.02], [-0.01, 0.03, -0.03], [-0.25, -0.02, 0.00], [-0.03, 0.01, -0.02], [-0.07, 0.00, 0.03], [-0.14, -0.10, 0.04], [0.02, -0.01, -0.08], [-0.01, -0.01, -0.01], [-0.01, 0.01, 0.04], [0.01, 0.01, 0.03], [0.04, -0.04, -0.01], [-0.02, 0.00, -0.01], [0.12, 0.02, 0.02], [0.02, 0.01, 0.02], [0.05, 0.01, -0.01], [0.03, 0.02, 0.02], [-0.01, 0.01, 0.04], [0.00, 0.02, -0.06], [-0.04, -0.01, -0.02], [-0.01, 0.00, 0.00], [-0.02, -0.04, 0.05], [0.00, 0.02, 0.07], [-0.22, -0.03, -0.01], [0.00, -0.03, -0.02], [0.00, -0.03, 0.01], [0.03, 0.12, -0.08], [0.03, 0.00, 0.03], [0.07, 0.08, 0.02], [-0.02, -0.02, -0.02], [-0.04, -0.01, 0.00], [0.01, -0.02, -0.03], [0.00, 0.02, -0.01], [0.01, 0.00, -0.01], [0.02, 0.01, 0.04], [-0.04, -0.18, -0.08], [-0.07, -0.08, -0.15], [0.26, 0.13, 0.10], [0.00, 0.02, 0.03], [-0.02, -0.02, 0.01], [-0.01, -0.02, 0.02], [-0.01, 0.00, 0.00], [0.00, 0.00, 0.00], [0.01, 0.00, -0.02], [0.00, 0.00, -0.03], [0.00, 0.00, 0.00], [0.00, 0.00, 0.00], [0.07, -0.02, 0.03], [0.01, 0.00, 0.01], [0.03, 0.00, -0.05], [0.04, -0.01, -0.03], [0.00, 0.01, 0.00], [-0.01, -0.02, 0.02], [0.00, 0.00, 0.01], [0.00, 0.00, 0.00], [-0.01, 0.07, -0.03], [0.00, 0.04, -0.02], [0.00, 0.00, 0.00], [-0.02, 0.03, -0.03], [0.00, 0.01, 0.02], [0.02, -0.02, 0.02], [0.01, 0.00, 0.01], [0.00, 0.00, 0.00], [0.00, -0.01, 0.01], [0.00, 0.00, 0.00], [-0.01, 0.00, 0.01], [0.00, 0.00, -0.01], [0.00, 0.00, 0.00], [0.00, -0.01, -0.01], [0.01, 0.01, 0.00], [0.00, 0.00, 0.00], [0.00, 0.00, 0.00], [0.00, 0.01, 0.00], [0.00, 0.00, 0.00], [0.01, 0.02, 0.03], [0.00, 0.00, 0.00], [0.00, 0.00, -0.01], [0.00, -0.01, 0.00], [-0.03, 0.03, 0.02], [0.00, -0.02, 0.02], [0.01, 0.00, -0.01], [0.01, 0.01, 0.03], [-0.01, 0.01, 0.00], [0.00, 0.01, 0.01], [0.01, 0.00, 0.00], [-0.07, 0.03, 0.06], [0.00, 0.00, 0.00], [0.00, 0.03, -0.02], [0.02, 0.00, -0.02], [0.00, 0.00, -0.01], [0.02, 0.01, -0.02]],
  "lowdin_charge": [0.76, 0.66, 0.36, 0.56, 1.10, 1.09, -0.01, 0.16, 0.14, -0.03, 0.08, -0.05, -0.09, -0.08, -0.08, -0.11, -0.14, -0.68, -0.38, -0.10, -0.07, -0.76, -0.33, -0.04, -0.19, -0.09, -0.08, -0.24, -0.10, -0.07, -0.05, -0.07, -0.24, -0.10, -0.44, -0.08, -0.02, -0.37, -0.05, -0.18, -0.08, -0.09, -0.21, -0.12, -0.09, -0.11, -0.03, -0.11, -0.43, -0.09, -0.11, -0.06, -0.06, -0.05, -0.24, -0.07, -0.02, -0.07, -0.22, -0.13, -0.10, -0.05, -0.73, -0.07, -0.18, -0.06, -0.13, -0.02, -0.11, -0.02, -0.08, -0.29, -0.35, -0.19, 0.11, 0.08, 0.16, 0.11, 0.10, 0.08, 0.08, 0.10, 0.10, 0.09, 0.11, 0.08, 0.09, 0.10, 0.11, 0.10, 0.11, 0.07, 0.09, 0.11, 0.06, 0.12, 0.05, 0.12, 0.10, 0.08, 0.11, 0.10, 0.11, 0.09, 0.10, 0.08, 0.12, 0.11, 0.10, 0.12, 0.08, 0.10, 0.08, 0.08, 0.10, 0.10, 0.07, 0.07, 0.10, 0.10, 0.10, 0.15, 0.10, 0.08, 0.08, 0.11, 0.08],
  "e_above_lowest_kcal_mol": 0.0,
  "lumo_energy_ev": 0.313,
  "homo_energy_ev": -6.319,
  "multiplicity": 1,
  "energy_ha": -9560.4970
}